{
  "formula": "C2H6N2OS",
  "method": "wB97M-V/def2-TZVPD",
  "largest_force_ev_per_a": 4.8,
  "e_above_lowest_ev": 3.168,
  "e_tot_ha": -662.650443,
  "molar_mass_g_mol": 106.15,
  "homo_lumo_gap_ev": 9.95,
  "smiles": "[H]/N=C(\\CO)NS",
  "charge": 0,
  "symbols": ["H", "N", "C", "C", "O", "N", "S", "H", "H", "H", "H", "H"],
  "xyz": [[0.816, 2.042, -1.923], [1.423, 1.183, -1.477], [0.551, 0.584, -0.662], [-0.893, 0.742, -0.686], [-1.811, 1.126, 0.373], [1.076, -0.334, 0.246], [0.008, -1.654, 0.937], [-1.453, -0.071, -1.005], [-1.063, 1.627, -1.234], [-1.267, 1.927, 0.727], [2.029, -0.705, -0.061], [-0.145, -1.266, 2.230]]
}